Entry 1:
ORCA calculation (the ωB97M-V functional and the def2-TZVPD basis) on F8N4NaO16S8 as an isolated structure.

```
37
Properties=species:S:1:pos:R:3:mulliken_charge:R:1
Na -0.01357 0.26664 -0.61975 1.31
N 1.66915 0.40842 -1.07235 0.00
S 2.17980 1.64156 -1.74626 0.66
O 3.53295 1.55841 -2.32820 -0.72
O 1.48934 2.87237 -1.32636 -0.52
F 1.39795 1.41346 -3.22559 -0.32
S 2.54430 0.57337 0.38127 1.18
O 1.68409 0.32700 1.55388 -0.59
O 3.56217 1.58476 0.56298 -0.78
F 3.54290 -0.57402 0.16959 -0.28
N 0.20761 -0.50607 2.91900 -0.03
S 0.47446 -1.65885 1.60237 1.00
O 0.14826 -1.08002 0.31673 -0.51
O 0.45286 -3.10989 1.75786 -0.64
F 2.06867 -1.35717 1.65062 -0.39
S -0.79235 -1.44887 3.65516 0.91
O -0.21041 -2.34406 4.64937 -0.77
O -2.02014 -1.81799 2.95585 -0.47
F -1.26433 -0.28700 4.62624 -0.31
N 0.00368 -0.95134 -1.86417 0.28
S -0.76297 -0.09262 -3.14544 1.09
O -2.19593 -0.16498 -3.40822 -0.69
O 0.08932 0.16864 -4.27103 -0.68
F -0.70986 1.31247 -2.36633 -0.18
S -0.74056 -2.16581 -2.10215 0.91
O -0.62037 -2.75743 -3.39705 -0.77
O -1.94318 -2.33740 -1.31405 -0.56
F 0.32384 -3.09959 -1.26988 -0.36
N -0.61258 1.19919 0.59487 0.63
S -2.09282 0.40109 1.05115 0.66
O -3.40100 0.94451 0.72089 -0.76
O -1.97598 -0.26215 2.28983 -0.35
F -2.10988 -0.78167 0.01143 -0.08
S -1.09133 2.61928 0.50408 0.76
O -1.76877 3.19010 1.69313 -0.72
O -1.46332 3.08666 -0.82697 -0.62
F 0.41799 3.22901 0.61750 -0.29
```

As for the LUMO energy: 5.8 eV. The multiplicity is 1. As for the HOMO-LUMO gap: 6.23 eV. The HOMO energy comes out at -0.423 eV. The total charge is -3. The value obtained for the energy above the lowest of the compared OMol25 structures with the same formula, charge and spin is 573.9 kcal per mole.

=====

Entry 2:
ORCA calculation (the ωB97M-V functional and the def2-TZVPD basis) on a 9-piece molecular cluster, C51H87NO8S overall.

```
148
Properties=species:S:1:pos:R:3:mulliken_charge:R:1
C -7.21974 -4.37017 -0.25750 -1.26
C -7.00745 -5.61730 -1.15015 -0.46
C -5.51358 -5.75164 -1.51063 -0.45
C -5.20387 -7.02300 -2.32037 -0.70
C -3.66458 -7.28775 -2.60249 -0.19
C -2.81872 -6.05761 -2.22757 -0.49
C -1.28240 -6.18167 -2.58114 -0.27
C -0.60080 -5.01151 -1.87689 0.35
C 0.32845 -5.19247 -0.89139 -0.53
C 0.90979 -4.11713 -0.22618 -0.77
C 0.51190 -2.86320 -0.60606 0.86
C -0.40227 -2.65526 -1.62905 0.00
C -0.97246 -3.72855 -2.28104 -0.76
N -0.75149 -1.33324 -1.99940 -0.16
C -1.16911 -0.51458 -0.91699 -0.06
C -2.35873 0.18813 -1.02318 -0.67
C -2.72579 0.97559 0.05132 -0.54
C -1.94666 1.05867 1.17715 -0.63
C -0.74586 0.38591 1.27721 -0.69
C -0.37486 -0.40362 0.20666 1.06
S 1.13195 -1.37300 0.17485 -0.29
H -8.29753 -4.21639 -0.10148 0.38
H -6.79847 -4.51108 0.74739 0.31
H -6.79322 -3.46546 -0.70582 0.30
H -7.37382 -6.48293 -0.58407 0.34
H -7.60653 -5.44787 -2.05658 0.33
H -5.25415 -4.83709 -2.06288 0.26
H -4.96334 -5.69886 -0.55975 0.31
H -5.63068 -7.87401 -1.77295 0.32
H -5.72730 -6.90684 -3.27975 0.24
H -3.40720 -8.20067 -2.05659 -0.25
H -3.57622 -7.39779 -3.69161 0.34
H -3.16630 -5.16172 -2.75362 0.25
H -2.83791 -5.82523 -1.15513 0.45
H -1.22005 -6.07873 -3.67074 0.38
H -0.89916 -7.13027 -2.18894 -0.16
H 0.64357 -6.19222 -0.59052 0.24
H 1.63762 -4.26217 0.58028 0.47
H -1.71529 -3.60011 -3.06634 0.21
H -1.39346 -1.30465 -2.77857 0.30
H -2.94124 0.10062 -1.93738 0.26
H -3.66847 1.51291 -0.03829 0.32
H -2.31309 1.68000 1.99236 0.36
H -0.10488 0.43679 2.15338 0.62
C 0.72941 -5.52768 4.32462 -0.53
C 1.49067 -6.82986 4.12322 -0.55
C 2.31970 -6.51675 2.88826 0.11
O 2.59077 -5.10954 2.91844 -0.43
C 1.76691 -4.49406 3.91607 -0.30
H 0.36441 -5.38369 5.34095 0.36
H -0.12613 -5.48849 3.64563 0.23
H 2.14626 -7.01371 4.97850 0.26
H 0.84838 -7.70017 3.99379 0.32
H 1.76210 -6.73608 1.97070 -0.24
H 3.26147 -7.06700 2.86220 0.33
H 2.40715 -4.21851 4.76137 0.28
H 1.31961 -3.58595 3.50861 0.21
C 2.03874 4.13334 1.28233 -0.23
C 1.79977 5.17450 2.36302 -0.39
C 0.50934 5.82754 1.89119 -0.42
O -0.22912 4.81715 1.19395 -0.38
C 0.62221 3.68682 0.96378 0.06
H 2.68243 3.31311 1.59790 0.22
H 2.49044 4.60440 0.40402 0.14
H 1.64105 4.68013 3.32325 0.01
H 2.61811 5.88482 2.47758 0.39
H 0.71095 6.64727 1.19009 0.19
H -0.09345 6.21605 2.71383 0.33
H 0.30034 2.88315 1.63099 -0.28
H 0.50831 3.34770 -0.06732 0.28
C -1.24286 7.27842 -1.56784 -0.32
C -1.14668 8.76381 -1.24766 -0.53
C -2.59536 9.10964 -0.92987 -0.56
O -3.18619 7.93208 -0.37582 -0.47
C -2.30291 6.81788 -0.58366 0.42
H -0.30214 6.74206 -1.46019 0.27
H -1.59670 7.14148 -2.59286 0.28
H -0.52258 8.91354 -0.36218 0.24
H -0.73490 9.36378 -2.05940 0.34
H -3.14894 9.37355 -1.83854 0.28
H -2.68631 9.93179 -0.21765 0.30
H -1.85816 6.55384 0.37822 -0.09
H -2.87378 5.96265 -0.94844 -0.11
C -5.92805 3.83935 -3.64593 -0.56
C -6.77880 2.70419 -3.09368 -0.64
C -5.72008 1.68883 -2.69171 -0.43
O -4.55575 2.43420 -2.32122 -0.31
C -4.72017 3.80035 -2.72300 -0.28
H -6.43016 4.80581 -3.64638 0.33
H -5.62458 3.61175 -4.67107 0.28
H -7.32510 3.04527 -2.21088 0.27
H -7.49980 2.30628 -3.80686 0.36
H -5.45365 1.03775 -3.53233 0.32
H -6.03359 1.06299 -1.85410 0.25
H -4.88835 4.40088 -1.82301 0.19
H -3.80744 4.14979 -3.20700 0.21
C 5.17198 1.55009 5.14487 -0.61
C 3.86691 0.90077 5.58486 -0.50
C 2.88032 2.04853 5.43017 -0.51
O 3.36409 2.86391 4.35786 -0.27
C 4.70096 2.46815 4.02835 -0.26
H 5.92962 0.83834 4.81867 0.36
H 5.58892 2.14079 5.96467 0.28
H 3.60711 0.08879 4.90082 0.20
H 3.89432 0.49734 6.59652 0.36
H 2.84167 2.66509 6.33484 0.29
H 1.86977 1.70658 5.20027 0.27
H 4.66956 1.94112 3.06749 0.23
H 5.32840 3.35377 3.91842 0.17
C -0.22730 -11.01807 -0.53110 -0.63
C -1.71719 -10.71282 -0.48180 -0.48
C -1.76206 -9.53909 0.48441 -0.41
O -0.53488 -8.83121 0.32891 -0.31
C 0.37194 -9.62365 -0.44818 -0.42
H 0.08132 -11.56053 -1.42377 0.35
H 0.06383 -11.60637 0.34271 0.26
H -2.06371 -10.39951 -1.47046 0.18
H -2.33025 -11.55276 -0.15738 0.40
H -1.83176 -9.88503 1.52175 0.30
H -2.59550 -8.86167 0.28757 0.20
H 0.45443 -9.17064 -1.44270 0.26
H 1.35670 -9.61171 0.02084 0.31
C 9.22562 4.29551 1.59031 -0.58
C 9.31663 5.77776 1.91889 -0.55
C 7.87280 6.10969 2.26041 -0.50
O 7.29660 4.92261 2.81713 -0.34
C 8.18191 3.81795 2.58779 -0.36
H 10.17296 3.76552 1.68100 0.35
H 8.85663 4.16315 0.57016 0.28
H 9.95257 5.92603 2.79528 0.26
H 9.71153 6.38561 1.10578 0.33
H 7.30255 6.37524 1.36379 0.28
H 7.78808 6.92548 2.97944 0.26
H 8.64053 3.54918 3.54575 0.28
H 7.61224 2.96187 2.22287 0.26
C 3.14347 5.72955 -4.82994 -0.57
C 3.24503 7.21389 -4.50842 -0.58
C 1.79902 7.56278 -4.19043 -0.36
O 1.20437 6.38472 -3.63782 -0.31
C 2.08012 5.27067 -3.84408 -0.35
H 4.08367 5.19019 -4.72181 0.35
H 2.78839 5.59427 -5.85471 0.25
H 3.86930 7.36029 -3.62328 0.27
H 3.65842 7.81330 -5.31874 0.36
H 1.24528 7.82935 -5.09736 0.29
H 1.71113 8.38370 -3.47664 0.21
H 2.52300 5.00350 -2.87830 0.16
H 1.50553 4.41870 -4.20914 0.28
```

As for the LUMO energy: 0.6 eV. The multiplicity is 1. As for the HOMO-LUMO gap: 8.03 eV. The SMILES is CCCCCCCc1ccc2c(c1)Nc1ccccc1S2.C1CCOC1.C1CCOC1.C1CCOC1.C1CCOC1.C1CCOC1.C1CCOC1.C1CCOC1.C1CCOC1. The HOMO energy comes out at -7.388 eV.

=====

Entry 3:
ORCA calculation (the ωB97M-V functional and the def2-TZVPD basis) on C8H8BrFO3 in the gas phase.

```
21
Properties=species:S:1:pos:R:3:nbo_charge:R:1
C -0.84849 -1.96604 0.71728 -0.18
C 0.33649 -1.36396 0.64392 -0.28
C -2.28208 -0.00659 0.24164 -0.31
C -1.29848 0.88475 0.40579 0.34
C -2.14063 -1.45502 0.20923 0.45
C 0.64549 -0.20403 -0.14401 0.69
C 2.12562 0.98220 1.39584 -0.25
C 0.64055 0.70350 -2.25912 -0.27
O -3.10730 -2.15260 -0.09517 -0.51
O 1.71151 0.67527 0.09102 -0.52
O 0.31698 -0.33337 -1.41615 -0.49
F -1.14134 2.14895 0.20933 -0.30
Br -4.18864 0.59119 -0.06307 -0.03
H -0.95971 -2.95841 1.25619 0.24
H 1.06289 -1.68745 1.32770 0.22
H 2.15571 0.03875 2.04381 0.19
H 1.48632 1.80366 1.66154 0.20
H 3.11812 1.36009 1.26011 0.20
H -0.10226 0.92487 -2.97694 0.20
H 1.62629 0.31426 -2.82479 0.19
H 0.84298 1.70000 -1.68415 0.21
```

As for the LUMO energy (spin up / spin down): -0.6 / -0.6 eV. The multiplicity is 1. As for the HOMO-LUMO gap (spin up / spin down): 7.77 / 7.77 eV. The HOMO energy (spin up / spin down) comes out at -8.376 / -8.377 eV.

=====

Entry 4:
ORCA calculation (the ωB97M-V functional and the def2-TZVPD basis) on a 2-piece molecular cluster, C9H5Cl2NO overall.

```
18
Properties=species:S:1:pos:R:3:nbo_charge:R:1
C -0.11957 1.01937 -0.71468 -0.12
C 0.19720 0.03561 1.42665 -0.13
C 0.98976 0.43780 -1.10581 -0.26
C 1.30686 -0.57177 1.01614 -0.24
C -0.56862 0.89923 0.61343 -0.26
C 1.81901 -0.28814 -0.26290 0.01
C -4.57490 -1.26833 -0.45180 0.14
C -3.09098 -0.98352 -0.27286 0.35
C -1.84304 1.45027 0.99622 -0.09
N -5.70725 -1.40648 -0.41109 -0.25
O -2.16562 -1.21893 -1.02721 -0.45
Cl 3.17581 -1.12145 -0.81292 0.07
Cl -2.23835 2.84164 0.29873 0.13
H -0.68749 1.69769 -1.40184 0.22
H 0.03923 -0.06027 2.52051 0.23
H 1.15160 0.41227 -2.11615 0.22
H 1.87428 -1.23600 1.64785 0.23
H -3.10196 -0.42968 0.74685 0.21
```

As for the LUMO energy: -1.4 eV. The multiplicity is 1. As for the HOMO-LUMO gap: 7.14 eV. The HOMO energy comes out at -8.573 eV. The value obtained for the energy above the lowest of the compared OMol25 structures with the same formula, charge and spin is 82.5 kcal per mole.